Entry from the Open Molecules 2025 dataset: a cluster of 5 separate species, C2H14FN4O4 in total at a distorted geometry (ωB97M-V/def2-TZVPD).

Each line ends with the natural charge from an NBO analysis.
Geometry (Å):
O -1.52840 -2.56421 -0.63537  -0.8733
H -2.41160 -2.33049 -0.34054  0.5161
H -0.92399 -1.96533 -0.19080  0.5406
H -1.32774 -3.44188 -0.30216  0.4631
O 1.09738 -0.08105 2.73172  -1.0236
H 0.55918 -0.38370 1.99664  0.5225
H 0.69534 -0.43660 3.52768  0.4020
H 2.03276 -0.26779 2.62307  0.4356
F -0.27093 -0.68886 0.64728  -0.9082
C 1.91292 -0.58735 -2.32815  0.7516
O 2.58827 -0.68731 -3.32937  -0.6726
N 2.14614 0.40675 -1.51309  -0.8437
N 0.96378 -1.37355 -1.87868  -0.8648
H 2.98337 0.82251 -1.89556  0.4087
H 2.06363 0.24150 -0.52012  0.3705
H 0.62644 -1.01210 -0.99796  0.4060
H 0.66446 -2.21440 -2.35142  0.4044
C -1.69485 2.55076 0.50522  0.7412
O -2.03415 3.68807 0.36691  -0.6819
N -2.10525 1.72518 1.41844  -0.8465
N -0.83506 1.98618 -0.26943  -0.8461
H -2.77575 2.02125 2.11334  0.4016
H -1.62083 0.83999 1.46180  0.3894
H -0.31530 2.69462 -0.76750  0.4035
H -0.48984 1.05776 -0.07204  0.4042

Lowest unoccupied orbital energy (alpha / beta) ... -1.19 / -0.66 eV
Net charge ... 0
M ... 177.2 g mol⁻¹
Multiplicity ... 2
Kohn-Sham gap (alpha / beta) ... 3.2 / 8.7 eV
Energy relative to the best compared isomer or geometry (same formula, charge and spin) ... 12.4 kcal per mole
Max |F| ... 0.096 hartree/bohr
Calculated total energy ... -704.31236 a.u.
⟨S²⟩ ... 0.7506

Entry from the Open Molecules 2025 dataset: a cluster of 5 separate species, C2H14N2O4 in total at a distorted geometry (ωB97M-V/def2-TZVPD).

Each line ends with the natural charge from an NBO analysis.
Geometry (Å):
C -1.31510 2.30791 0.32872  0.0728
C -1.74032 1.17393 0.96413  0.0668
N -2.95184 0.66906 0.73486  -0.6129
N -0.36976 3.19350 0.72525  -0.6455
H -1.82905 2.73475 -0.54561  0.2219
H -1.02158 0.56551 1.48176  0.2270
H -3.40223 1.06900 -0.08896  0.4079
H -3.05349 -0.34438 0.73693  0.4394
H 0.33524 2.90281 1.38840  0.4020
H 0.17027 3.61222 -0.03082  0.4160
H 1.18928 0.18376 2.18239  0.4787
H 2.73698 0.40285 1.73292  0.4975
O 1.86726 0.06707 1.51395  -0.9728
H -0.25855 -2.79113 -0.71720  0.4759
H -0.72960 -1.71817 -1.69488  0.4918
O -1.06403 -2.40139 -1.07304  -0.9795
H 2.09115 -1.74801 -0.15625  0.4778
H 3.21594 -2.77123 -0.06869  0.4805
O 2.26697 -2.68900 -0.22570  -0.9582
H 1.38521 -2.26466 -2.36183  0.5048
H 1.57277 -0.72493 -2.42060  0.4787
O 0.90450 -1.42948 -2.40575  -0.9706

Lowest unoccupied orbital energy (alpha / beta) ... -3.41 / -6.40 eV
Net charge ... +1
M ... 130.1 g mol⁻¹
Multiplicity ... 2
Kohn-Sham gap (alpha / beta) ... 10.1 / 7.1 eV
Energy relative to the best compared isomer or geometry (same formula, charge and spin) ... 0.0 kcal per mole
Max |F| ... 0.059 hartree/bohr
Calculated total energy ... -494.77656 a.u.
⟨S²⟩ ... 0.7581

Entry from the Open Molecules 2025 dataset: a cluster of 4 separate species, C2H14NO3 in total at a distorted geometry (ωB97M-V/def2-TZVPD).

Each line ends with the natural charge from an NBO analysis.
Geometry (Å):
C -1.78089 -1.03777 0.76833  -0.4254
N -1.24420 -0.14187 -0.29559  -0.5080
C -0.58537 -0.88649 -1.42898  -0.4209
H -2.23511 -0.36322 1.49664  0.2483
H -0.98617 -1.61418 1.22644  0.2241
H -2.61619 -1.63009 0.40463  0.2559
H -2.01614 0.33443 -0.75461  0.4371
H -0.67416 0.62054 0.09060  0.4625
H -1.30807 -1.54541 -1.90303  0.2580
H -0.32994 -0.15453 -2.19661  0.2325
H 0.31357 -1.38614 -1.08743  0.2093
H 0.27526 1.92327 1.97107  0.5009
H -0.54504 2.97995 1.27119  0.5185
O -0.29962 2.04962 1.21018  -0.9246
H 1.84088 -1.46605 1.72251  0.5111
H 2.21671 -0.14882 1.07335  0.4825
O 1.63359 -0.51160 1.76108  -0.6062
H 2.66949 1.80935 -1.98597  0.5397
H 3.20716 0.28861 -1.57716  0.5226
O 2.46424 0.88039 -1.76665  -0.5181

Lowest unoccupied orbital energy (alpha / beta) ... -7.62 / -15.74 eV
Net charge ... +2
M ... 100.1 g mol⁻¹
Multiplicity ... 2
Kohn-Sham gap (alpha / beta) ... 12.6 / 3.8 eV
Energy relative to the best compared isomer or geometry (same formula, charge and spin) ... 20.9 kcal per mole
Max |F| ... 0.030 hartree/bohr
Calculated total energy ... -364.26713 a.u.
⟨S²⟩ ... 0.7581

Entry from the Open Molecules 2025 dataset: a cluster of 4 separate species, C2H14NO3S in total at a distorted geometry (ωB97M-V/def2-TZVPD).

Each line ends with the natural charge from an NBO analysis.
Geometry (Å):
C -0.72816 -1.08186 -1.30946  -0.2127
C 0.55809 -1.79609 -1.28646  -0.5907
S 0.33600 -3.60815 -1.24763  0.0118
N -0.49207 0.46398 -1.38435  -0.7054
H -1.43673 -1.29520 -0.50760  0.2441
H -1.26992 -1.22073 -2.24836  0.2200
H 1.25326 -1.55685 -0.46095  0.2708
H 1.19482 -1.52302 -2.14105  0.2263
H 1.06514 -3.96048 -0.21999  0.1443
H -1.27180 0.93642 -0.92568  0.4760
H -0.26987 0.69916 -2.34463  0.4361
H 0.36435 0.59866 -0.80505  0.4495
H -0.90176 2.59042 0.68670  0.5020
H -2.42802 2.52198 0.84284  0.5106
O -1.64229 1.97513 0.65392  -0.9858
H 0.35205 1.80612 3.30786  0.4904
H -0.55098 1.49938 2.26518  0.4884
O 0.16403 2.13548 2.41567  -0.9594
H 2.57520 -0.18860 1.59829  0.4916
H 1.45018 0.94109 1.74111  0.5000
O 1.67848 0.06317 1.36964  -1.0080

Lowest unoccupied orbital energy ... -3.20 eV
Net charge ... +1
M ... 132.2 g mol⁻¹
Multiplicity ... 1
Kohn-Sham gap ... 9.4 eV
Energy relative to the best compared isomer or geometry (same formula, charge and spin) ... 18.2 kcal per mole
Max |F| ... 0.056 hartree/bohr
Calculated total energy ... -763.00871 a.u.

Entry from the Open Molecules 2025 dataset: a cluster of 5 separate species, C2H14NO4S in total at a distorted geometry (ωB97M-V/def2-TZVPD).

Each line ends with the natural charge from an NBO analysis.
Geometry (Å):
C -1.54850 0.56783 1.03505  -0.2263
C -1.34256 -0.86652 1.55046  -0.5073
S -0.75722 -1.95004 0.15143  -0.7457
N -0.21092 1.07660 0.69790  -0.9101
H -2.00108 1.17282 1.82282  0.1671
H -2.18598 0.57894 0.14551  0.1732
H -2.16595 -1.33416 2.08375  0.1939
H -0.48769 -0.79838 2.22962  0.1864
H -0.33611 1.83992 0.03751  0.3782
H 0.37759 0.33433 0.33819  0.3772
H 1.56890 -1.87381 -1.10730  0.4980
H 2.89476 -1.98014 -0.31954  0.4641
O 2.54211 -1.95648 -1.22292  -0.9785
H -0.72972 -0.65985 -1.84083  0.5078
H 0.62108 -0.03066 -1.94822  0.4669
O -0.18918 -0.11096 -2.46583  -0.9987
H 0.29523 2.88356 -1.56296  0.4602
H -0.58944 1.76194 -2.21740  0.5097
O -0.59236 2.68598 -1.87647  -0.9808
H 2.52424 1.25012 2.27353  0.4559
H 1.09405 1.76986 1.97888  0.5017
O 1.91284 1.98328 2.45458  -0.9931

Lowest unoccupied orbital energy ... 3.43 eV
Net charge ... -1
M ... 148.2 g mol⁻¹
Multiplicity ... 1
Kohn-Sham gap ... 7.1 eV
Energy relative to the best compared isomer or geometry (same formula, charge and spin) ... 0.7 kcal per mole
Max |F| ... 0.029 hartree/bohr
Calculated total energy ... -838.56702 a.u.

Entry from the Open Molecules 2025 dataset: a cluster of 5 separate species, C2H14O4S in total at a distorted geometry (ωB97M-V/def2-TZVPD).

Each line ends with the natural charge from an NBO analysis.
Geometry (Å):
C 1.38144 -0.32477 -0.36782  -0.8221
S 0.97670 1.44267 -0.34230  0.1521
C 2.04284 2.02206 -1.69142  -0.7414
H 2.02592 -0.64074 -1.20317  0.2094
H 0.47382 -0.90878 -0.32018  0.2695
H 1.98423 -0.57051 0.51782  0.2056
H 3.08276 1.91917 -1.35789  0.2005
H 1.90352 1.52859 -2.65530  0.2109
H 1.90637 3.09451 -1.71321  0.2149
H 1.03153 1.25428 2.94185  0.4729
H -0.43201 0.75756 3.09914  0.4799
O 0.39276 0.92143 3.57727  -0.9745
H -2.08791 0.50598 -2.77838  0.4610
H -2.90332 -0.09575 -1.60476  0.4752
O -2.92868 0.55567 -2.31626  -0.9865
H -0.97194 -3.22994 -0.79406  0.3508
H -0.05152 -3.77150 0.26815  0.3665
O -0.50743 -2.94770 0.01557  -1.4420
H -2.02032 -1.17693 2.34325  0.4672
H -2.87832 0.10055 2.51910  0.4425
O -2.42044 -0.43584 1.86260  -1.0124

Lowest unoccupied orbital energy (alpha / beta) ... 2.89 / 2.86 eV
Net charge ... -1
M ... 134.2 g mol⁻¹
Multiplicity ... 2
Kohn-Sham gap (alpha / beta) ... 2.3 / 8.6 eV
Energy relative to the best compared isomer or geometry (same formula, charge and spin) ... 12.9 kcal per mole
Max |F| ... 0.024 hartree/bohr
Calculated total energy ... -783.68946 a.u.
⟨S²⟩ ... 0.7504

> What is the formula in the sixth record?

C2H14O4S

> Which formula does entry 2 have?

C2H14N2O4